[1]
Here is the molecule C8H7O3P at a distorted geometry from the OMol25 dataset. Energies are from ωB97M-V/def2-TZVPD.

Output
Total energy = -23833.982 eV
Relative energy (zero: lowest compared OMol25 entry of this formula, charge and spin) = 444.5 kJ/mol

Last column: natural (NBO) charge in e.
Atoms and positions in Å:
P -0.74402 0.95677 0.14418  1.690
O -1.91404 -1.10062 -1.22112  -0.401
O -0.90904 2.40409 0.07623  -1.073
O 1.53340 -0.83995 0.10955  -0.405
C -1.61228 0.30902 1.80797  -0.424
C 1.00564 0.42812 0.04703  -0.119
C -2.46119 -0.68464 1.29053  -0.274
C -1.13892 -0.11616 -1.69427  -0.083
C 2.86985 -0.79078 -0.11385  0.095
C -2.34134 -1.40989 -0.00783  0.083
C 3.22386 0.50581 -0.40482  -0.319
C 2.04672 1.29515 -0.31767  -0.274
H -3.21748 -1.08935 1.92484  0.222
H -1.79671 0.86085 2.60095  0.210
H 1.81052 2.27147 -0.72516  0.248
H -1.29474 0.20356 -2.66033  0.184
H 4.27215 0.81343 -0.57414  0.232
H 3.55196 -1.62576 -0.11898  0.212
H -2.88436 -2.39109 -0.16310  0.196

***

[2]
Here is a structure of composition C25H14F12N3O3ReS at a distorted geometry from the OMol25 dataset. Energies are from ωB97M-V/def2-TZVPD.

Output
Charge = +1
2S+1 = 2
Total energy = -82337.458 eV
Relative energy (zero: lowest compared OMol25 entry of this formula, charge and spin) = 0.0 kJ/mol

Last column: natural (NBO) charge in e.
Atoms and positions in Å:
Re -0.00335 0.28448 -0.44271  1.616
S 2.89056 -0.48149 -3.76998  0.521
F 0.66787 -1.50308 3.11832  -0.327
F -3.09872 -3.02803 2.67349  -0.297
F -2.14867 3.72769 -2.08971  -0.323
F 0.55124 -2.77567 0.70421  -0.324
F -0.42795 -3.89092 2.27480  -0.295
F -3.35873 -0.87969 2.59298  -0.305
F -1.38297 -3.66565 0.36064  -0.304
F -3.07389 2.67023 -3.73672  -0.303
F -3.44412 -2.04362 0.78279  -0.312
F -1.12855 -2.10499 4.14854  -0.291
F -1.24357 3.78523 -4.05059  -0.294
F -0.91743 -0.07798 3.45331  -0.316
O -1.17944 1.34894 -1.63455  -0.731
O -0.50937 1.18064 -3.79704  -0.528
O -1.17852 -0.68123 0.87899  -0.760
N -0.26521 1.91670 0.89897  -0.464
N -0.48951 -1.23605 -1.84748  -0.471
N 1.60179 0.12806 0.92599  -0.455
C 0.52695 1.95643 1.98989  0.184
C 2.75876 1.12798 -1.78112  -0.269
C -1.74544 3.46199 1.93943  -0.210
C -1.29938 -1.71152 1.76464  0.022
C 3.53756 0.81060 -2.85118  -0.380
C 3.66146 -0.82016 1.65001  -0.221
C -0.63761 -3.04367 1.27338  0.971
C -1.38766 2.65550 0.87652  0.077
C -1.89928 3.00840 -3.19768  0.892
C -1.18637 -2.85919 -3.96054  -0.115
C -1.08191 1.72520 -2.90317  0.712
C -2.08822 -2.61779 -2.93081  -0.236
C -0.66830 -1.35883 3.15698  0.967
C 0.05716 -2.26054 -3.93215  -0.217
C 3.73809 0.11230 2.67134  -0.128
C -0.92781 3.51039 3.05342  -0.117
C 0.37688 -1.43206 -2.86939  0.226
C -2.83270 -1.93406 1.96686  0.981
C 2.72642 1.04633 2.81025  -0.164
C 1.66052 1.02479 1.93102  0.172
C 2.58726 -0.77261 0.78900  0.107
C 1.57615 0.32482 -1.71460  -0.283
C 1.55156 -0.60333 -2.72915  -0.270
C 0.22836 2.74850 3.07662  -0.199
C -1.70713 -1.80195 -1.89044  0.070
H 4.46495 1.26914 -3.15744  0.255
H -1.98437 2.59261 -0.01858  0.256
H 4.42410 -1.57269 1.51071  0.249
H 2.76448 1.78942 3.59320  0.232
H 2.48917 -1.46484 -0.03435  0.236
H -2.37094 -1.57705 -1.07084  0.237
H 0.76878 -2.39941 -4.73448  0.240
H -1.19226 4.12141 3.90592  0.243
H 3.00185 1.92284 -1.08822  0.230
H -3.07505 -3.05720 -2.92832  0.243
H 0.86546 2.74345 3.94884  0.237
H 4.58227 0.12032 3.34770  0.244
H -1.46501 -3.49319 -4.79172  0.239
H -2.66022 4.03409 1.88419  0.249

***

[3]
Here is a structure of composition C35H25BeBrF4N2P2 at a distorted geometry from the OMol25 dataset. Energies are from ωB97M-V/def2-TZVPD.

Output
Charge = +2
Total energy = -139556.103 eV
Relative energy (zero: lowest compared OMol25 entry of this formula, charge and spin) = 375.0 kJ/mol

Last column: natural (NBO) charge in e.
Atoms and positions in Å:
Br -4.94105 -13.63452 13.59873  0.127
P -8.35639 -12.47738 14.07321  0.904
P -6.49712 -13.25319 10.97373  0.762
F -1.87774 -12.69959 12.83357  -0.261
F -3.17449 -9.33164 9.72528  -0.259
F -1.24125 -10.74623 11.39916  -0.258
F -5.68781 -10.40282 9.60116  -0.293
N -9.88320 -12.70681 11.75972  -0.822
N -9.88058 -11.70879 13.86053  -0.873
C -12.35530 -11.70130 11.14070  -0.041
C -8.33320 -15.03039 17.12949  -0.205
C -7.76692 -11.10890 16.43293  -0.127
C -4.75616 -10.93461 10.46346  0.392
C -5.09297 -12.14822 11.17448  -0.483
C -6.35384 -14.05876 8.26092  -0.110
C -4.58172 -15.17145 10.58781  -0.141
C -6.79826 -13.92669 7.01699  -0.223
C -10.65538 -14.89893 16.55063  -0.201
C -11.72499 -11.22779 12.33875  -0.308
C -6.49715 -15.98803 11.80764  -0.199
C -10.37338 -14.22099 15.40301  -0.199
C -4.19921 -12.57617 12.14177  -0.060
C -4.72539 -17.51886 11.27013  -0.164
C -3.52411 -10.31923 10.61020  0.285
C -7.08468 -10.22193 17.24109  -0.215
C -5.86490 -9.47940 15.31789  -0.201
C -6.84326 -13.13750 9.23465  -0.442
C -4.10235 -16.48178 10.62347  -0.208
C -8.01145 -14.31089 16.00139  -0.188
C -7.71067 -12.13099 8.81599  -0.188
C -2.55571 -11.09810 11.31873  0.348
C -11.65532 -12.51360 10.16452  -0.284
C -7.49557 -11.25521 15.10207  -0.416
C -9.67046 -15.35943 17.42802  -0.150
C -8.31038 -12.20535 7.60680  -0.222
C -7.88677 -13.15607 6.63971  -0.140
C -5.85465 -14.90632 11.11789  -0.413
C -6.50096 -10.43306 14.56627  -0.184
C -10.52230 -11.85847 12.65866  0.436
C -5.95382 -17.22906 11.85708  -0.192
C -6.11280 -9.36770 16.69249  -0.139
C -9.02820 -13.69655 15.23550  -0.403
C -10.50143 -13.10692 10.62661  0.087
C -2.90892 -12.08545 12.22353  0.291
Be -8.22057 -13.07751 12.01915  1.458
H -11.24865 -14.01956 14.73798  0.236
H -12.31280 -10.52689 12.96046  0.269
H -13.45519 -11.47352 10.99357  0.259
H -6.93125 -14.12612 15.75484  0.215
H -5.31420 -8.68341 14.82200  0.238
H -3.95558 -14.35016 10.26031  0.217
H -5.65299 -8.69196 17.43584  0.250
H -11.73325 -15.12284 16.88450  0.248
H -7.94842 -11.28178 9.54212  0.217
H -6.19902 -10.53023 13.51694  0.209
H -6.35312 -14.50148 6.21088  0.237
H -7.43668 -10.00227 18.23451  0.238
H -4.33480 -18.56986 11.38053  0.257
H -6.53086 -18.04211 12.38359  0.241
H -5.73697 -14.81869 8.60908  0.220
H -11.99390 -12.70106 9.17754  0.258
H -8.41802 -13.14400 5.65554  0.253
H -10.30522 -11.17900 14.61587  0.446
H -10.03145 -13.89635 10.00930  0.235
H -8.51979 -11.70992 16.94623  0.222
H -3.21441 -16.79126 9.99725  0.245
H -9.82008 -15.92302 18.34130  0.247
H -9.10255 -11.50830 7.28635  0.236
H -7.53842 -15.45478 17.65068  0.229
H -7.33829 -15.79984 12.39972  0.200

***

[4]
Here is a cluster of 3 separate species, C4H9NO in total from the OMol25 dataset. Energies are from ωB97M-V/def2-TZVPD.

Output
Total energy = -7827.832 eV
Relative energy (zero: lowest compared OMol25 entry of this formula, charge and spin) = 433.0 kJ/mol

Last column: natural (NBO) charge in e.
Atoms and positions in Å:
O 1.75548 0.11626 0.76652  -0.638
N 0.48525 -1.51686 -0.26839  -0.527
C -0.01819 -2.04359 0.83657  -0.087
C -0.02539 0.67632 -0.74213  -0.406
C -0.04559 2.15613 -0.48126  -0.638
C 0.94666 -0.13022 -0.11498  0.565
H -1.09025 -0.04060 0.47272  0.089
H 0.56815 2.69665 -1.21428  0.215
H 0.47686 -1.79612 1.76778  0.236
H -0.01111 -1.72708 -1.12678  0.398
H 0.36606 2.36190 0.51106  0.232
H -1.21747 -0.71421 1.00728  -0.068
H -0.48138 0.31758 -1.66451  0.207
H -0.64966 -2.92475 0.78000  0.211
H -1.05941 2.56859 -0.52961  0.210

***

[5]
Here is a structure of composition C3H3BrF4O3S at a distorted geometry from the OMol25 dataset. Energies are from ωB97M-V/def2-TZVPD.

Output
Total energy = -101047.278 eV

Last column: natural (NBO) charge in e.
Atoms and positions in Å:
Br 4.88308 -0.85387 0.27199  0.197
S 1.91927 -1.02709 -0.97771  2.258
F 3.89825 1.30941 -1.66502  -0.327
F 4.22565 2.40888 0.15093  -0.295
F 2.72542 0.24499 1.49896  -0.323
F 2.19986 2.04831 -0.47408  -0.302
O 1.58314 -0.12208 -2.03136  -0.905
O 0.70020 -1.19283 0.01995  -0.699
O 2.60307 -2.25106 -1.27901  -0.862
C 3.36539 0.16011 0.30783  0.001
C -0.18784 -0.07929 0.18159  -0.289
C 3.41415 1.50590 -0.36917  0.896
H -1.19621 -0.20631 -0.40444  0.210
H 0.38305 0.82932 -0.16752  0.225
H -0.51674 -0.09258 1.31782  0.215

***

[6]
Here is a structure of composition C5H5NO2 at a distorted geometry from the OMol25 dataset. Energies are from ωB97M-V/def2-TZVPD.

Output
Total energy = -10841.932 eV
Relative energy (zero: lowest compared OMol25 entry of this formula, charge and spin) = 905.3 kJ/mol

Last column: natural (NBO) charge in e.
Atoms and positions in Å:
O 2.25376 -1.46285 -0.72294  -0.578
O 0.08980 -1.00144 1.36446  -0.592
N 1.54637 0.86055 -0.41203  -0.606
C 0.38242 1.12130 0.33066  -0.224
C -1.28021 -0.47116 -0.45667  -0.115
C 1.40255 -0.49254 -0.55554  0.655
C -2.40490 -0.40294 -0.83434  -0.169
C -0.05088 -0.36692 0.18591  0.060
H 0.29300 1.49188 1.42156  0.238
H 2.66399 1.18578 0.13544  0.392
H -3.62929 -0.08994 -1.05506  0.292
H -1.01410 -2.14052 1.03281  0.454
H -0.25251 1.76882 -0.43426  0.196

***

[7]
Here is the ion C4H11N4O2 with charge +1 at a distorted geometry from the OMol25 dataset. Energies are from ωB97M-V/def2-TZVPD.

Output
Charge = +1
Total energy = -14373.051 eV
Relative energy (zero: lowest compared OMol25 entry of this formula, charge and spin) = 336.1 kJ/mol
SMILES = C[NH2+]N1C(=O)[C@@H](N)N[C@@H]1O

Last column: natural (NBO) charge in e.
Atoms and positions in Å:
O -0.87600 -2.10980 -1.08981  -0.503
O 0.56026 1.86958 -1.06138  -0.734
N 0.11457 -0.14262 -0.20452  -0.366
N -1.66332 1.18935 -0.41171  -0.639
N 1.41632 -0.41827 -0.67323  -0.378
N -2.73802 -0.57100 0.91526  -0.829
C -2.28611 -0.07851 -0.39259  0.037
C -0.24911 1.23028 -0.11415  0.387
C -1.05649 -1.01686 -0.69215  0.729
C 2.47131 -0.81457 0.33819  -0.444
H -2.24189 1.97068 -0.13278  0.409
H 2.27873 -0.19915 1.25837  0.244
H 3.44097 -0.53343 -0.25385  0.245
H -3.36149 -1.26322 0.88461  0.381
H -2.95730 0.20755 1.48653  0.377
H 0.00477 1.74166 0.93171  0.165
H 1.25923 -1.23466 -1.21597  0.442
H -2.96549 -0.23336 -1.15101  0.209
H 2.49973 -1.95705 0.64236  0.269
H 0.63350 2.80652 -0.86559  0.519
H 1.51939 0.53431 -1.19200  0.479

***

[8]
Here is a cluster of 2 separate species, C5H9N in total at a distorted geometry from the OMol25 dataset. Energies are from ωB97M-V/def2-TZVPD.

Output
Total energy = -6816.737 eV
Relative energy (zero: lowest compared OMol25 entry of this formula, charge and spin) = 410.8 kJ/mol

Last column: natural (NBO) charge in e.
Atoms and positions in Å:
N -1.36045 2.27431 0.18144  -0.347
C 0.99814 -1.51079 1.47988  -0.605
C 1.36768 -0.38651 0.51880  -0.519
C -1.79978 0.87940 -1.87360  -0.528
C -1.71533 1.75032 -0.82097  0.204
C 0.21183 0.32173 -0.07604  -0.142
H 0.38413 -1.13052 2.30249  0.211
H 1.88860 -1.97724 1.91105  0.215
H 0.39628 1.10723 -0.78309  0.194
H 0.42758 -2.28850 0.96240  0.207
H -0.78494 0.02023 0.18532  0.192
H 2.00936 -0.75350 -0.29760  0.228
H -2.58412 0.12880 -1.86891  0.227
H 1.98466 0.37597 1.02254  0.235
H -1.42364 1.18906 -2.84370  0.227